P:
{
  "formula": "C4H5NO",
  "method": "the ωB97M-V functional and the def2-TZVPD basis",
  "symbols": ["H", "N", "H", "C", "C", "H", "H", "C", "C", "H", "O"],
  "xyz": [[-1.07, 0.52, -0.01], [1.23, 1.65, 0.15], [2.33, 0.37, -1.13], [1.47, 0.58, -0.48], [-1.74, -2.12, -0.67], [1.95, 2.34, -0.02], [-1.47, -2.10, 1.39], [-0.49, -0.31, 0.39], [-1.28, -1.60, 0.44], [-0.18, -0.04, 1.41], [0.68, -0.50, -0.42]],
  "homo_lumo_gap_ev": 9.907,
  "multiplicity": 1,
  "e_lumo_ev": -0.52
}

=====

Q:
{
  "formula": "C4H5NO",
  "method": "the ωB97M-V functional and the def2-TZVPD basis",
  "symbols": ["C", "H", "H", "H", "H", "H", "C", "C", "O", "C", "N"],
  "xyz": [[-0.22, 0.73, 0.29], [-2.02, -0.25, -0.33], [-0.82, -1.33, 0.40], [1.60, 1.30, -0.88], [-1.76, -0.23, 1.42], [-0.58, 1.76, 0.25], [1.07, 0.49, -0.38], [1.39, -0.83, -0.91], [0.98, 0.58, 1.03], [-1.26, -0.34, 0.45], [1.63, -1.88, -1.34]],
  "homo_lumo_gap_ev": 11.993,
  "multiplicity": 1,
  "smiles": "C[C@H]1O[C@H]1C#N",
  "e_lumo_ev": 0.88
}

=====

R:
{
  "formula": "C4H5NO",
  "method": "the ωB97M-V functional and the def2-TZVPD basis",
  "symbols": ["C", "H", "C", "C", "H", "N", "C", "H", "H", "H", "O"],
  "xyz": [[-0.83, -0.42, -0.42], [-0.73, 1.69, 0.18], [-0.21, -1.58, -0.30], [2.25, 0.77, 0.67], [0.08, -1.94, 0.68], [3.06, 1.60, 0.72], [-1.38, 0.84, -0.01], [-2.37, 0.88, 0.44], [-0.01, -2.20, -1.17], [1.50, 0.01, 0.59], [-1.35, 0.36, -1.39]],
  "homo_lumo_gap_ev": 10.751,
  "multiplicity": 1,
  "smiles": "C=C1CO1.C#N",
  "e_lumo_ev": 0.83
}

=====

S:
{
  "formula": "C4H5NO",
  "method": "the ωB97M-V functional and the def2-TZVPD basis",
  "symbols": ["C", "H", "C", "H", "H", "C", "N", "H", "O", "C", "H"],
  "xyz": [[0.71, -0.89, 0.02], [-0.10, -2.90, -0.97], [0.01, 1.50, 0.66], [1.15, 1.93, 0.95], [-0.94, 1.51, 1.41], [-0.13, -1.77, -0.67], [-1.11, -1.19, -1.04], [-0.31, 2.43, -0.11], [-0.99, 0.08, -0.95], [0.18, 0.32, -0.15], [1.51, -1.04, 0.84]],
  "homo_lumo_gap_ev": 10.451,
  "multiplicity": 1,
  "smiles": "Cc1ccno1",
  "e_lumo_ev": 0.86
}

=====

Stability, lowest: P

=====

P:
{
  "formula": "C4H5NO",
  "method": "the ωB97M-V functional and the def2-TZVPD basis",
  "symbols": ["H", "C", "H", "H", "H", "O", "N", "C", "C", "H", "C"],
  "xyz": [[-1.66, -1.25, -0.19], [0.56, 1.13, 0.21], [-0.21, 1.92, 0.60], [3.10, -0.79, -0.46], [-2.07, 0.31, -0.93], [1.73, 1.40, -0.01], [1.04, -1.58, -0.15], [2.11, -1.16, -0.31], [-1.73, -0.17, 0.00], [-2.49, -0.04, 0.78], [-0.39, 0.23, 0.46]],
  "homo_lumo_gap_ev": 9.007,
  "multiplicity": 1,
  "e_lumo_ev": 0.13
}

=====

Q:
{
  "formula": "C4H5NO",
  "method": "the ωB97M-V functional and the def2-TZVPD basis",
  "symbols": ["N", "C", "H", "H", "H", "C", "O", "C", "H", "C", "H"],
  "xyz": [[1.04, 0.23, 1.12], [-1.40, 0.44, -0.25], [2.67, 0.83, -0.04], [-2.41, 0.34, -0.63], [-0.40, -1.27, 1.56], [-0.44, -0.54, -0.54], [1.14, 0.16, -1.18], [1.65, 0.45, -0.06], [-0.71, -1.41, -1.12], [0.00, -0.57, 0.83], [-1.14, 1.34, 0.29]],
  "homo_lumo_gap_ev": 8.600,
  "multiplicity": 1,
  "e_lumo_ev": 0.33
}

=====

R:
{
  "formula": "C4H5NO",
  "method": "the ωB97M-V functional and the def2-TZVPD basis",
  "symbols": ["C", "O", "H", "H", "C", "C", "C", "N", "H", "H", "H"],
  "xyz": [[-0.11, -0.31, 1.46], [-1.32, -0.23, -1.75], [1.43, 0.55, -1.35], [-0.18, -0.45, 2.54], [-0.71, 0.19, -0.57], [0.79, 0.29, -0.52], [1.14, 0.06, 0.76], [-1.14, -0.40, 0.70], [-0.89, -1.02, -2.09], [2.12, 0.13, 1.21], [-1.12, 1.19, -0.38]],
  "homo_lumo_gap_ev": 10.040,
  "multiplicity": 1,
  "smiles": "O[C@@H]1C=CC=N1",
  "e_lumo_ev": 0.36
}

=====

Stability, lowest: P

=====

P:
{
  "formula": "C3H4Cl2S",
  "method": "the ωB97M-V functional and the def2-TZVPD basis",
  "symbols": ["C", "H", "H", "C", "S", "Cl", "H", "C", "Cl", "H"],
  "xyz": [[0.50, -1.78, 0.28], [0.65, -2.36, -0.64], [-1.68, -1.74, 0.52], [-0.81, -1.08, 0.45], [1.41, -0.18, 0.28], [0.33, 3.66, -2.27], [0.89, -2.31, 1.14], [-0.24, 0.13, 0.55], [-1.10, 1.68, 0.71], [0.03, 3.97, -1.02]],
  "homo_lumo_gap_ev": 9.426,
  "multiplicity": 1,
  "e_lumo_ev": 0.62
}

=====

Q:
{
  "formula": "C3H4Cl2S",
  "method": "the ωB97M-V functional and the def2-TZVPD basis",
  "symbols": ["H", "C", "Cl", "H", "S", "C", "H", "C", "H", "Cl"],
  "xyz": [[-1.49, 1.55, -0.47], [0.29, 0.51, -0.03], [-1.44, -0.41, -1.70], [0.35, -1.67, 0.17], [1.13, 1.90, -0.03], [-1.15, 0.57, -0.29], [1.87, -0.81, -0.40], [0.99, -0.76, 0.27], [1.41, -0.71, 1.33], [-1.97, -0.16, 1.15]],
  "homo_lumo_gap_ev": 8.399,
  "multiplicity": 1,
  "smiles": "CC(=S)C(Cl)Cl",
  "e_lumo_ev": -0.76
}

=====

Stability, lowest: P

=====

P:
{
  "formula": "C4H14N3O",
  "method": "the ωB97M-V functional and the def2-TZVPD basis",
  "symbols": ["H", "N", "C", "N", "N", "H", "C", "H", "H", "H", "O", "H", "H", "H", "H", "C", "C", "H", "H", "H", "H", "H"],
  "xyz": [[-1.43, -1.45, 0.92], [0.59, -3.28, 0.29], [0.27, 0.96, 0.24], [1.62, 3.53, -2.22], [-1.99, 0.78, -0.56], [0.33, -3.65, 1.18], [-0.81, -1.24, 0.03], [1.20, -1.55, -0.64], [0.21, -3.78, -0.50], [0.61, 1.98, 0.09], [-0.33, -0.19, 2.95], [-2.12, 1.79, -0.49], [2.00, 4.07, -3.00], [-1.31, -1.70, -0.83], [1.02, -1.43, 1.11], [0.57, -1.86, 0.21], [-0.79, 0.27, -0.12], [2.38, 3.03, -1.76], [-0.13, 0.27, 3.75], [-0.09, 0.40, 2.23], [-2.80, 0.24, -0.28], [1.00, 2.82, -2.60]],
  "homo_lumo_gap_ev": 4.960,
  "multiplicity": 1,
  "charge": 1,
  "e_lumo_ev": -8.16
}

=====

Q:
{
  "formula": "C4H14N3O",
  "method": "the ωB97M-V functional and the def2-TZVPD basis",
  "symbols": ["H", "N", "H", "C", "H", "H", "C", "H", "H", "O", "H", "H", "C", "N", "N", "H", "H", "H", "H", "H", "C", "H"],
  "xyz": [[0.28, -2.59, 1.43], [1.48, 1.17, 0.25], [-1.45, -3.00, -0.84], [-0.46, 0.89, -1.30], [-1.74, -0.80, -0.96], [0.97, 1.71, 0.97], [-0.25, -2.21, 0.56], [0.99, 2.48, -1.38], [-1.08, 1.45, -0.59], [-0.02, 1.84, 2.58], [-0.84, 1.22, -2.27], [-0.49, 2.59, 2.96], [-0.68, -0.61, -1.12], [-1.28, -3.00, 0.16], [0.08, -1.11, 0.03], [2.49, 1.29, 0.29], [-0.34, -1.15, -2.00], [1.31, 0.16, 0.40], [-1.41, -3.91, 0.56], [-0.10, 1.10, 3.20], [0.92, 1.44, -1.08], [1.61, 1.07, -1.85]],
  "homo_lumo_gap_ev": 10.416,
  "multiplicity": 1,
  "charge": 1,
  "e_lumo_ev": -2.64
}

=====

Stability, lowest: P

=====

P:
{
  "formula": "C4H14O2",
  "method": "the ωB97M-V functional and the def2-TZVPD basis",
  "symbols": ["C", "H", "H", "H", "O", "H", "O", "H", "H", "H", "H", "C", "C", "H", "H", "C", "H", "H", "H", "H"],
  "xyz": [[0.28, -0.28, -2.38], [1.10, -2.49, 1.05], [0.71, -1.31, 2.31], [1.70, -0.34, 0.25], [-0.95, 2.50, -0.63], [0.05, 0.37, 0.57], [-0.92, 1.64, 3.12], [-1.02, -1.30, -0.93], [-0.31, 0.67, -2.54], [0.00, 1.99, 3.32], [-0.91, 1.47, 2.14], [0.04, -1.10, -1.13], [0.48, -1.69, 1.32], [0.32, -0.97, -3.10], [0.32, -2.27, -1.32], [0.55, -0.58, 0.27], [-1.30, 2.98, 0.07], [-0.50, -2.19, 1.23], [1.38, -0.18, -2.22], [-1.01, 3.07, -1.39]],
  "homo_lumo_gap_ev": 11.198,
  "multiplicity": 1,
  "smiles": "CCCC.O.O",
  "e_lumo_ev": 0.56
}

=====

Q:
{
  "formula": "C4H14O2",
  "method": "the ωB97M-V functional and the def2-TZVPD basis",
  "symbols": ["C", "H", "H", "H", "H", "H", "H", "H", "C", "C", "H", "H", "C", "O", "H", "H", "O", "H", "H", "H"],
  "xyz": [[0.23, 2.17, 0.20], [-0.43, 2.70, 0.75], [0.21, -0.75, 2.41], [-2.11, -2.42, -0.17], [1.13, 2.84, 0.03], [1.09, 1.67, 2.20], [-0.03, 2.15, -1.84], [-1.11, 0.33, 1.75], [0.78, 1.11, 1.28], [-0.31, 1.46, -1.03], [-0.88, -1.72, -0.91], [1.69, 0.89, 0.74], [-0.08, -0.12, 1.49], [-1.86, -2.04, -1.02], [1.66, -2.04, 0.10], [-0.29, -0.69, 0.56], [1.26, -1.88, -0.74], [1.43, -1.09, -1.05], [0.11, 0.44, -1.19], [-1.32, 1.27, -0.92]],
  "homo_lumo_gap_ev": 11.416,
  "multiplicity": 1,
  "smiles": "CCCC.O.O",
  "e_lumo_ev": 0.75
}

=====

Stability, lowest: Q